No. 1
DFT (the ωB97M-V functional and the def2-TZVPD basis) results for C33H31BeN4S3 as an isolated structure.

Last column: Löwdin charge in e.
CARTESIAN COORDINATES (ANGSTROEM)
Be  -0.42787  1.54626  -0.94328  -0.103
S  0.98806  1.48560  0.88570  0.855
C  2.14848  0.26617  0.82110  -0.594
N  2.63324  -0.26699  1.92909  -0.086
C  3.52381  -1.42027  1.87245  -0.088
C  3.07741  -2.30278  0.73487  -0.111
N  3.12549  -1.52263  -0.48871  -0.105
C  3.44118  -2.25473  -1.72123  -0.112
C  2.25198  -3.07911  -2.14956  -0.207
C  2.06341  -4.36852  -1.66166  -0.051
C  0.92507  -5.08646  -1.99544  -0.076
C  -0.03336  -4.51873  -2.82164  -0.081
C  0.15509  -3.23859  -3.32172  -0.075
C  1.29640  -2.52429  -2.99234  -0.053
C  2.71732  -0.23973  -0.49844  -0.736
S  2.82861  0.80428  -1.75401  0.751
C  2.24295  0.17095  3.27986  -0.109
C  1.28661  -0.80870  3.91230  -0.212
C  -0.03607  -0.88959  3.48147  -0.033
C  -0.89379  -1.81948  4.04368  -0.070
C  -0.44681  -2.67407  5.04086  -0.073
C  0.86389  -2.59375  5.48066  -0.066
C  1.72579  -1.66387  4.91651  -0.047
H  3.43179  -1.95000  2.81925  0.127
H  4.55886  -1.09045  1.74672  0.150
H  2.07275  -2.69902  0.92249  0.145
H  3.75741  -3.14692  0.62561  0.133
H  4.30782  -2.88394  -1.51222  0.132
H  3.71591  -1.52310  -2.47872  0.088
H  2.81877  -4.82465  -1.03228  0.110
H  0.79277  -6.09241  -1.62082  0.106
H  -0.91778  -5.08113  -3.08905  0.105
H  -0.58017  -2.79315  -3.97776  0.105
H  1.44719  -1.53101  -3.39302  0.078
H  1.82078  1.16867  3.20031  0.086
H  3.16190  0.23502  3.86685  0.138
H  -0.39098  -0.21987  2.70791  0.076
H  -1.92098  -1.87377  3.70827  0.095
H  -1.12232  -3.39416  5.48081  0.109
H  1.21646  -3.24869  6.26500  0.110
H  2.74624  -1.59159  5.27399  0.116
C  0.03503  4.49211  0.41417  -0.052
C  -0.84706  4.33314  -0.78433  -0.280
C  -1.56419  5.45957  -1.24230  0.002
C  -2.38787  5.35470  -2.32410  0.030
C  -2.46884  4.13247  -3.02262  -0.147
C  -3.24699  3.96591  -4.19006  -0.027
C  -3.20950  2.77429  -4.85844  -0.059
C  -2.39248  1.72372  -4.40776  -0.085
C  -1.63132  1.84260  -3.26722  -0.556
S  -0.51171  0.60428  -2.73712  0.752
C  -1.69752  3.05909  -2.54059  -0.201
N  -0.95043  3.15934  -1.39253  0.074
H  0.08347  5.53976  0.69937  0.088
H  1.04291  4.14011  0.20336  0.065
H  -0.34218  3.93416  1.27299  0.060
H  -1.45039  6.39433  -0.71349  0.118
H  -2.95679  6.20686  -2.67337  0.130
H  -3.84762  4.79265  -4.54242  0.117
H  -3.79418  2.63507  -5.75674  0.113
H  -2.34067  0.80517  -4.97675  0.109
C  -3.70902  -0.05380  1.77191  -0.041
C  -3.43557  1.30571  1.74430  -0.022
C  -2.47236  1.76765  0.86632  -0.092
N  -1.80576  0.95858  0.03762  -0.035
C  -2.07919  -0.34902  0.05755  -0.106
C  -3.01604  -0.89409  0.91611  -0.036
H  -4.45697  -0.44960  2.44542  0.120
H  -3.95806  2.00142  2.38385  0.117
H  -2.22724  2.81775  0.80804  0.105
H  -1.53471  -0.95649  -0.65341  0.094
H  -3.20011  -1.95824  0.89835  0.119

Values from the calculation:
Strongest force on any atom: 0.5 eV/Å
Gap between HOMO and LUMO: 6.7284 eV
Total charge: +1
E_HOMO: -9.9481 eV

No. 2
DFT (the ωB97M-V functional and the def2-TZVPD basis) results for C33H31Cl3N3OPdSiTe as an isolated structure.

Last column: Löwdin spin population.
CARTESIAN COORDINATES (ANGSTROEM)
Pd  -1.36966  2.03154  -0.78063  0.022
C  -4.68327  3.39631  -3.08796  0.115
C  -5.35371  4.28900  -2.21540  0.073
C  -4.71268  4.73657  -1.09840  0.032
C  -3.40367  4.29150  -0.77226  0.159
N  -2.78692  3.37472  -1.61649  0.154
C  -3.42314  2.98230  -2.72218  0.013
C  -2.70164  4.71241  0.39477  0.089
C  -3.23341  5.63210  1.34062  0.058
C  -2.51202  5.96783  2.45503  0.025
C  -1.23902  5.41228  2.65278  0.115
C  -0.78181  4.52573  1.68659  0.000
N  -1.45540  4.18345  0.60536  0.108
H  -5.14624  3.03701  -3.99646  0.009
H  -6.36894  4.60073  -2.43316  0.004
H  -5.22281  5.42260  -0.43584  0.002
H  -2.86891  2.29380  -3.35321  -0.001
H  -4.21785  6.05523  1.19192  0.005
H  -2.92597  6.64989  3.19032  -0.001
H  -0.64107  5.65127  3.52212  0.010
H  0.20151  4.06975  1.78547  -0.003
Cl  -4.71924  1.96870  1.05562  0.003
Si  -2.97154  0.92558  0.39526  -0.004
Cl  -3.99296  -0.74629  -0.43541  -0.001
Cl  -2.42617  0.12743  2.30013  -0.001
C  -0.17533  -7.21020  3.37446  0.000
C  0.09712  -5.96127  2.57339  0.000
C  1.04758  -5.03761  2.97723  0.000
C  1.24247  -3.84022  2.28826  0.000
C  2.26299  -2.87020  2.83735  0.000
C  0.49653  -3.54359  1.13647  0.000
Te  0.22719  -1.38509  0.48543  0.000
N  0.17984  0.97558  -0.07477  0.007
C  1.01685  1.70601  -0.73925  0.001
O  0.58282  2.51504  -1.65092  0.006
C  2.49283  1.70720  -0.45590  0.000
C  3.07185  0.91502  0.53141  0.000
C  4.42020  1.04630  0.82624  0.000
C  5.20827  1.96845  0.14987  0.000
C  4.63393  2.76334  -0.83287  0.000
C  3.28815  2.62717  -1.13652  0.000
C  1.55769  -1.64223  -1.17269  0.000
C  2.86853  -2.04884  -0.93592  0.000
C  3.80304  -2.16770  -1.95200  0.000
C  3.42529  -1.89635  -3.25586  0.000
C  2.11809  -1.52009  -3.51633  0.000
C  1.17041  -1.38296  -2.50107  0.000
C  -0.22163  -0.99190  -2.88656  0.000
C  -0.43102  -4.50999  0.70517  0.000
C  -1.25568  -4.26498  -0.53093  0.000
C  -0.62674  -5.68670  1.42071  0.000
H  0.56350  -7.33699  4.16687  0.000
H  -0.15773  -8.09782  2.73825  0.000
H  -1.16355  -7.14975  3.83731  0.000
H  1.63600  -5.23861  3.86978  0.000
H  2.80837  -3.31110  3.67526  0.000
H  1.76839  -1.96000  3.17903  0.000
H  2.98058  -2.58081  2.07291  0.000
H  2.45260  0.20594  1.06758  0.000
H  4.85514  0.43319  1.60788  0.000
H  6.25812  2.07692  0.39892  0.000
H  5.23164  3.49911  -1.35994  0.000
H  2.81286  3.24030  -1.89080  0.000
H  3.16595  -2.27343  0.07886  0.000
H  4.82651  -2.44186  -1.72153  0.000
H  4.13651  -1.98574  -4.06953  0.000
H  1.82067  -1.31734  -4.53982  0.000
H  -0.35067  -1.05406  -3.96957  0.000
H  -0.43885  0.03518  -2.58803  0.000
H  -0.96866  -1.62005  -2.39768  0.000
H  -0.63886  -3.86235  -1.33527  0.000
H  -2.03303  -3.52967  -0.32286  0.000
H  -1.73702  -5.18399  -0.87494  0.000
H  -1.37318  -6.40273  1.08436  0.000

Values from the calculation:
2S+1: 2
Strongest force on any atom: 0.8 eV/Å
Gap between HOMO and LUMO (spin up / spin down): 3.8890 / 5.9476 eV
Total charge: -2
E_HOMO (spin up / spin down): 0.2647 / -1.7946 eV
⟨S²⟩: 0.7733

No. 3
DFT (the ωB97M-V functional and the def2-TZVPD basis) results for C33H31F5IrN8PSTe as an isolated structure.

Last column: Löwdin charge in e.
CARTESIAN COORDINATES (ANGSTROEM)
Ir  -0.05756  1.10440  -0.44599  0.796
C  4.23318  -0.05510  2.87881  0.007
N  3.04791  -0.25855  2.04671  -0.104
C  2.35407  -1.42840  1.94750  -0.002
C  1.28567  -1.18711  1.13552  -0.085
N  1.33431  0.11890  0.73512  -0.131
C  2.40233  0.66717  1.30455  -0.444
P  2.79037  2.43326  1.24657  1.205
C  2.53191  2.66861  -0.53681  -0.431
N  1.54303  2.11619  -1.23808  -0.158
C  1.57666  2.65930  -2.49407  -0.108
C  2.61167  3.54155  -2.55096  -0.002
N  3.20208  3.53943  -1.31857  -0.101
C  4.32590  4.39007  -0.92829  0.008
C  1.10843  2.99142  1.69491  -0.434
N  -0.02020  2.55993  1.12321  -0.110
C  -1.04476  3.28187  1.67329  -0.118
C  -0.52451  4.15233  2.58437  -0.010
N  0.82699  3.96255  2.58655  -0.110
C  1.78032  4.70192  3.41231  0.004
H  4.72083  -1.01532  3.01798  0.105
H  3.94993  0.34984  3.84840  0.105
H  4.92209  0.62193  2.38127  0.086
H  2.65973  -2.32040  2.46649  0.144
H  0.49039  -1.84939  0.84680  0.098
H  0.87053  2.38917  -3.26047  0.114
H  2.96360  4.16871  -3.35169  0.144
H  4.90913  4.61680  -1.81592  0.106
H  4.95575  3.86406  -0.21627  0.084
H  3.96258  5.31721  -0.48918  0.105
H  -2.06755  3.13155  1.38067  0.066
H  -0.99984  4.87879  3.22032  0.140
H  1.23393  5.17169  4.22447  0.104
H  2.27727  5.47104  2.82431  0.101
H  2.51825  4.02247  3.83047  0.087
N  -4.78460  0.56539  -0.26636  0.121
C  -3.47253  0.11716  -0.16710  -0.671
S  -2.23087  1.62841  -0.77378  0.497
N  -3.08848  0.03229  1.18941  0.013
C  -3.80459  -0.54078  2.26818  -0.247
C  -5.10208  -1.03877  2.20201  -0.030
C  -5.66680  -1.61898  3.33070  -0.066
C  -4.96716  -1.70784  4.52243  -0.079
C  -3.67661  -1.19961  4.58641  -0.077
C  -3.10069  -0.61974  3.47199  -0.042
H  -4.98579  1.34577  0.34608  0.125
H  -5.12243  0.72652  -1.20372  0.108
H  -2.10125  0.11403  1.35464  0.062
H  -5.67101  -0.98724  1.28747  0.100
H  -6.67407  -2.00883  3.26662  0.113
H  -5.41769  -2.17026  5.38924  0.109
H  -3.11506  -1.25679  5.50957  0.108
H  -2.08901  -0.22872  3.52515  0.106
F  -2.46924  -2.53421  0.67687  0.120
C  -2.87133  -2.34811  -0.58426  -0.156
C  -3.27627  -1.10320  -1.05547  -0.087
C  -3.60060  -1.03474  -2.41032  -0.210
F  -3.99733  0.12798  -2.93958  0.098
C  -3.55256  -2.12861  -3.25467  -0.143
F  -3.84293  -2.00192  -4.53798  0.161
C  -3.18287  -3.36243  -2.74024  -0.138
F  -3.11350  -4.41956  -3.52896  0.169
C  -2.83296  -3.46461  -1.40594  -0.163
F  -2.41577  -4.62691  -0.91943  0.150
C  0.31675  -2.56239  -1.95783  -0.344
Te  -0.06292  -0.52130  -2.49168  1.443
C  2.02533  -0.49420  -2.99581  -0.373
C  2.43421  -1.93553  -3.14405  -0.287
C  3.62250  -2.27950  -3.78273  -0.029
C  3.98239  -3.60978  -3.91078  -0.055
C  3.15850  -4.60588  -3.40056  -0.053
C  1.97713  -4.26883  -2.76345  -0.022
C  1.61295  -2.93147  -2.63182  -0.276
H  -0.50557  -3.15796  -2.33978  0.050
H  0.35038  -2.67221  -0.87911  0.041
H  2.55439  0.00342  -2.18446  0.049
H  2.16917  0.07279  -3.91342  0.068
H  4.25990  -1.50485  -4.19146  0.120
H  4.89752  -3.87351  -4.42324  0.115
H  3.42982  -5.64628  -3.51667  0.116
H  1.32920  -5.04612  -2.37642  0.125

Values from the calculation:
Strongest force on any atom: 0.6 eV/Å
Gap between HOMO and LUMO (spin up / spin down): 5.6575 / 5.6514 eV
Total charge: +2
E_HOMO (spin up / spin down): -12.2853 / -12.2851 eV

No. 4
DFT (the ωB97M-V functional and the def2-TZVPD basis) results for C33H31F5N2O7PReS as an isolated structure at a distorted geometry.

Last column: Löwdin spin population.
CARTESIAN COORDINATES (ANGSTROEM)
Re  -0.12740  -0.10940  0.14290  0.903
O  2.33360  0.25060  -1.07010  0.044
C  2.00220  0.12400  0.06130  -0.005
C  2.80190  0.13110  1.28600  -0.002
C  4.17550  -0.09660  1.24890  -0.001
C  4.87820  -0.17440  2.44000  -0.001
C  4.23390  0.02250  3.65160  0.000
C  2.87370  0.29380  3.69320  0.001
C  2.14980  0.32040  2.51410  0.009
P  0.36470  0.65090  2.41620  0.010
C  0.20040  2.45800  2.34120  -0.002
C  1.32450  3.27530  2.35490  -0.001
C  1.17400  4.64800  2.26730  0.000
C  -0.08800  5.20600  2.16380  -0.001
C  -1.20770  4.38880  2.12390  0.000
C  -1.07310  3.01430  2.20440  0.000
C  -0.31080  0.20890  4.04540  -0.001
C  -1.21190  1.03750  4.71270  -0.002
C  -1.62290  0.71120  5.99280  0.000
C  -1.14400  -0.42840  6.61440  -0.002
C  -0.25840  -1.26140  5.94630  0.000
C  0.14810  -0.95700  4.66150  -0.001
H  4.66520  -0.23710  0.29780  0.000
H  5.93450  -0.38910  2.42210  0.000
H  4.78860  -0.04210  4.57520  0.000
H  2.37920  0.45460  4.63930  0.000
H  2.31160  2.84200  2.42380  0.000
H  2.04790  5.28030  2.27480  0.000
H  -0.20010  6.27820  2.10920  0.000
H  -2.18810  4.83180  2.02590  0.000
H  -1.94360  2.37180  2.14830  0.000
H  -1.59650  1.93560  4.25770  0.000
H  -2.31780  1.35810  6.50500  0.000
H  -1.46080  -0.66510  7.61750  0.000
H  0.12260  -2.14600  6.43050  0.000
H  0.83320  -1.60830  4.13810  0.000
C  -0.64590  -5.28510  2.74280  0.000
C  -1.65680  -4.21850  3.00330  0.000
C  -1.35790  -2.88510  2.74310  0.000
C  -2.31410  -1.90110  2.89680  0.002
C  -3.56150  -2.24150  3.37140  0.000
C  -3.87670  -3.55130  3.68510  0.000
C  -2.92670  -4.53730  3.48160  0.000
S  -4.78240  -0.94540  3.48210  0.000
O  -5.65940  -1.21030  4.57540  0.000
O  -4.15280  0.33970  3.38250  0.000
N  -5.67150  -1.18170  2.07920  0.000
C  -5.30310  -0.55800  0.84100  0.001
C  -4.20320  -1.27600  0.03440  0.000
C  -2.92940  -0.47350  -0.09640  0.009
O  -2.06460  -0.84990  -0.91400  0.013
O  -2.74120  0.57600  0.59930  0.037
H  0.36530  -4.90800  2.86860  0.000
H  -0.74190  -5.63060  1.71300  0.000
H  -0.79310  -6.13830  3.39850  0.000
H  -0.37420  -2.60960  2.40130  0.000
H  -2.11700  -0.86640  2.66060  0.002
H  -4.84730  -3.78280  4.09760  0.000
H  -3.16480  -5.56730  3.70310  0.000
H  -6.06110  -2.10750  2.02190  0.000
H  -4.95640  0.43660  1.13420  0.000
H  -6.20250  -0.45900  0.22670  0.000
H  -4.52830  -1.52370  -0.97860  0.000
H  -3.92350  -2.22330  0.50830  0.000
N  -3.09350  2.56220  -1.00840  0.000
C  -1.93350  2.48900  -1.92410  0.000
C  -0.69610  2.90460  -1.03670  0.000
O  -0.44750  4.07820  -0.91320  -0.003
O  -0.14510  1.93320  -0.44580  -0.005
H  -3.97390  2.34670  -1.48140  0.000
H  -3.14950  3.49810  -0.59640  0.000
H  -2.92950  1.80840  -0.20950  0.000
H  -2.04440  3.17880  -2.76200  0.000
H  -1.80620  1.46610  -2.28360  0.000
F  -0.84260  -3.00780  -0.02630  -0.004
C  0.22450  -2.17070  -0.21320  -0.010
F  0.36070  -2.07080  -1.58100  0.009
C  1.48820  -2.94580  0.23990  -0.002
F  1.39200  -4.25920  0.09440  -0.001
F  2.56680  -2.53280  -0.42470  0.000
F  1.75260  -2.71110  1.54910  0.000

Values from the calculation:
2S+1: 2
Strongest force on any atom: 3.2 eV/Å
Gap between HOMO and LUMO (spin up / spin down): 6.0802 / 6.4912 eV
Total charge: +1
E_HOMO (spin up / spin down): -11.6691 / -11.6680 eV
⟨S²⟩: 0.7603

> What is the strongest force on any atom in the second record?

0.8 eV/Å

> Among the records above, which one has the highest strongest force on any atom?

C33H31F5N2O7PReS

> strongest force on any atom of number 4 (C33H31F5N2O7PReS)?

3.2 eV/Å

> The highest total charge belongs to which entry?

C33H31F5IrN8PSTe